Entry 1:
62
Properties=species:S:1:pos:R:3 method="wB97M-V/def2-TZVPD" de_lowest_kcal_mol=16.4 e_homo_ev="-11.55 / -11.57" s_squared=8.756 multiplicity=6 total_charge=+1 homo_lumo_gap_ha="0.2666 / 0.2669"
Mn -0.364 -0.297 1.643
N -3.306 -1.734 1.593
C -2.475 -2.141 2.610
C -2.965 -3.207 3.452
C -2.327 -3.476 4.622
C -1.327 -2.606 5.114
C -0.856 -1.656 4.219
N -1.307 -1.540 2.948
C -3.420 -0.511 1.034
C -4.458 -0.287 0.114
C -4.686 0.968 -0.350
C -3.821 2.033 0.074
C -2.717 1.683 0.783
N -2.510 0.475 1.382
H -4.077 -2.375 1.416
H -3.832 -3.792 3.150
H -2.519 -4.441 5.112
H -0.934 -2.676 6.081
H 0.002 -1.015 4.501
H -4.982 -1.149 -0.255
H -5.475 1.188 -1.109
H -3.980 3.093 -0.138
H -1.995 2.492 1.043
O 4.713 5.822 2.440
N 4.876 4.579 2.456
O 5.938 3.927 2.606
C 3.710 3.836 2.256
C 3.700 2.488 2.616
C 2.476 1.771 2.417
C 1.247 2.282 1.842
O 0.118 1.697 1.710
C 1.452 3.612 1.423
C 2.605 4.426 1.618
N 0.471 4.259 0.546
O 0.336 5.490 0.735
O -0.165 3.654 -0.373
N 2.642 0.374 2.650
O 3.794 -0.051 2.882
O 1.620 -0.483 2.774
H 4.538 1.977 3.045
H 2.581 5.511 1.339
S 2.088 -2.818 -3.899
C 1.272 -2.127 -2.544
C 0.956 -0.719 -2.506
C 0.440 -0.276 -1.336
N 0.032 -1.117 -0.301
C 0.155 -2.470 -0.452
C 0.792 -3.012 -1.583
C 1.472 -2.065 -5.332
C 2.357 -1.503 -6.267
C 1.791 -0.901 -7.368
N 0.511 -0.924 -7.712
C -0.291 -1.558 -6.861
C 0.108 -2.089 -5.630
H 1.305 -0.070 -3.332
H 0.317 0.783 -1.132
H -0.390 -3.088 0.262
H 0.796 -4.090 -1.671
H 3.413 -1.536 -6.104
H 2.450 -0.376 -8.078
H -1.302 -1.708 -7.238
H -0.597 -2.539 -4.937



Entry 2:
8
Properties=species:S:1:pos:R:3 method="wB97M-V/def2-TZVPD" de_lowest_kcal_mol=121.5 e_homo_ev=-9.58 multiplicity=1 total_charge=0 homo_lumo_gap_ha=0.3615
C 1.018 -0.003 0.421
C -0.297 -0.357 0.798
C -1.518 -0.305 1.292
H -0.017 0.654 -2.182
H 1.825 0.294 1.065
H -2.415 -0.262 1.982
N 1.093 0.386 -0.804
O -0.283 0.075 -1.288



Entry 3:
68
Properties=species:S:1:pos:R:3 method="wB97M-V/def2-TZVPD" de_lowest_kcal_mol=0.0 e_homo_ev="-13.32 / -13.33" s_squared=0.792 multiplicity=2 total_charge=+2 homo_lumo_gap_ha="0.2110 / 0.2390"
V -0.093 -0.035 -0.285
I 3.559 4.585 -5.137
C 2.767 3.124 -3.890
C 3.039 1.784 -4.137
C 2.503 0.811 -3.310
I 2.857 -1.206 -3.662
C 1.702 1.186 -2.234
O 1.142 0.236 -1.445
C 1.431 2.531 -1.977
C 0.615 2.927 -0.775
N -0.600 2.074 -0.591
C -1.573 2.210 -1.698
C -2.282 0.911 -1.987
C -3.377 0.884 -2.829
C -3.971 -0.329 -3.132
C -3.450 -1.493 -2.581
C -2.362 -1.402 -1.746
N -1.786 -0.219 -1.443
C 1.962 3.493 -2.818
H 3.662 1.495 -4.972
H 1.206 2.828 0.139
H 0.324 3.975 -0.865
H -1.045 2.392 0.266
H -2.302 2.992 -1.481
H -1.035 2.516 -2.598
H -3.754 1.808 -3.248
H -4.827 -0.367 -3.792
H -3.880 -2.460 -2.798
H -1.912 -2.274 -1.294
H 1.758 4.541 -2.635
C 0.003 -1.919 0.215
C 0.059 -3.106 0.499
C 0.133 -4.484 0.858
C -0.937 -5.095 1.521
C -0.852 -6.427 1.883
C 0.291 -7.157 1.584
C 1.354 -6.557 0.921
C 1.282 -5.224 0.558
H -1.828 -4.521 1.743
H -1.678 -6.901 2.395
H 0.353 -8.200 1.866
H 2.241 -7.130 0.688
H 2.103 -4.746 0.040
C 0.848 -2.763 3.986
C 1.492 -1.609 3.268
O 0.541 -0.474 3.269
P 0.332 0.498 2.066
O -1.196 0.340 1.493
C -2.462 0.111 2.210
C -2.758 -1.361 2.324
O 0.306 1.938 2.689
C 0.766 2.323 4.037
C -0.392 2.317 5.000
H 1.561 -3.585 4.042
H -0.031 -3.117 3.447
H 0.565 -2.483 5.000
H 1.727 -1.856 2.234
H 2.383 -1.253 3.780
H -3.220 0.641 1.637
H -2.359 0.587 3.184
H -2.836 -1.824 1.341
H -3.708 -1.489 2.844
H -1.980 -1.870 2.893
H 1.186 3.315 3.903
H 1.552 1.637 4.344
H -1.187 2.981 4.660
H -0.047 2.671 5.971
H -0.788 1.309 5.131



Entry 4:
8
Properties=species:S:1:pos:R:3 method="wB97M-V/def2-TZVPD" de_lowest_kcal_mol=22.3 e_homo_ev=-10.67 multiplicity=1 smiles=NN1OC1(F)F total_charge=0 homo_lumo_gap_ha=0.4239
C 0.544 0.572 -0.738
N 0.398 -0.692 -0.003
N -0.774 -0.853 0.685
O 1.189 0.609 0.428
F 1.284 0.643 -1.836
F -0.543 1.327 -0.986
H -1.337 -0.041 0.906
H -0.760 -1.565 1.544